No. 1
{
  "formula": "C3H9NO2",
  "method": "wB97M-V/def2-TZVPD",
  "charge": 0,
  "energy_ev": -8841.7673,
  "smiles": "CC(N)=O.CO",
  "homo_lumo_gap_ev": 10.41,
  "molar_mass_g_mol": 91.110,
  "e_homo_ev": -9.79,
  "e_lumo_ev": 0.62,
  "species": ["C", "C", "N", "O", "H", "H", "H", "H", "H", "C", "O", "H", "H", "H", "H"],
  "coordinates": [[0.9947, 0.7007, -1.6047], [1.7848, -0.3090, -0.8554], [1.1534, -1.2685, -0.1370], [3.0039, -0.3384, -0.9065], [0.9161, 1.6835, -1.1527], [-0.0479, 0.3760, -1.7148], [1.3024, 0.7706, -2.6462], [1.6750, -1.8534, 0.4918], [0.1864, -1.1994, 0.1349], [-2.0093, 0.1892, 1.0405], [-1.5439, -0.0396, 2.3732], [-1.3321, -0.2367, 0.3088], [-2.9762, -0.3113, 1.0655], [-2.2282, 1.2496, 0.9336], [-0.8791, 0.5867, 2.6689]],
  "forces_ev_per_angstrom": [[-2.0, -0.2, -0.8], [1.9, -0.4, 0.3], [-1.4, -0.3, 0.6], [-0.1, 0.4, -0.2], [0.5, 0.1, 0.2], [0.0, -0.1, 0.3], [0.6, 0.2, 0.2], [0.5, 0.1, -0.2], [0.1, 0.1, -0.3], [-0.6, 0.2, 1.7], [0.2, -0.4, 0.2], [-0.2, 0.3, -0.3], [0.1, -0.2, -0.6], [0.3, 0.1, -0.6], [0.0, 0.1, -0.4]]
}


No. 2
{
  "formula": "C4H8P",
  "method": "wB97M-V/def2-TZVPD",
  "charge": 1,
  "energy_ev": -13553.5713,
  "homo_lumo_gap_ev": 7.46,
  "molar_mass_g_mol": 87.082,
  "e_homo_ev": -15.41,
  "e_lumo_ev": -7.95,
  "species": ["C", "C", "C", "C", "P", "H", "H", "H", "H", "H", "H", "H", "H"],
  "coordinates": [[1.9741, 0.8181, -0.0495], [0.9861, 0.2172, -0.2738], [-1.3529, -1.9966, -0.1745], [1.2378, 2.7560, 1.6918], [-0.1934, -0.8271, -1.1186], [2.7210, 1.5609, 0.1757], [0.5054, 1.9275, 1.2762], [-2.3752, -1.6179, -0.4601], [-1.1470, -2.5813, 0.7165], [-1.3783, -2.7479, -1.0244], [2.1406, 2.0226, 2.0410], [0.9826, 3.2335, 2.6347], [1.3836, 3.3920, 0.8413]],
  "forces_ev_per_angstrom": [[3.2, 2.7, 0.5], [-4.9, -4.8, -1.6], [0.9, 0.1, -2.8], [0.5, -4.4, 0.7], [0.0, 0.6, 1.2], [0.2, -0.7, -0.2], [0.7, 2.1, 1.6], [0.6, 0.2, 1.1], [-0.2, 0.8, 0.4], [0.4, 0.2, 0.6], [-1.6, 2.2, -1.1], [-0.6, 0.2, -0.4], [0.7, 0.6, 0.0]]
}


No. 3
{
  "formula": "C5H10O",
  "method": "wB97M-V/def2-TZVPD",
  "charge": 0,
  "energy_ev": -7391.2507,
  "homo_lumo_gap_ev": 9.42,
  "molar_mass_g_mol": 86.134,
  "e_homo_ev": -8.69,
  "e_lumo_ev": 0.73,
  "species": ["C", "C", "C", "O", "C", "C", "H", "H", "H", "H", "H", "H", "H", "H", "H", "H"],
  "coordinates": [[2.5698, 0.2443, 0.1474], [1.1661, 0.4359, -0.3885], [0.0260, -0.2409, 0.0422], [0.1948, -1.3737, 0.7006], [-1.3460, 0.0418, -0.5230], [-2.4194, -0.0174, 0.5595], [3.2892, 0.5524, -0.6176], [2.7626, 0.8346, 1.0500], [2.7820, -0.8009, 0.3975], [0.9275, -1.0265, -0.4125], [1.0124, 1.2174, -1.1285], [-1.5383, -0.7551, -1.2531], [-1.3601, 0.9944, -1.0622], [-2.2832, 0.7799, 1.2967], [-3.4131, 0.0929, 0.1147], [-2.3704, -0.9790, 1.0769]],
  "forces_ev_per_angstrom": [[0.1, 0.0, 0.0], [0.0, 0.2, 0.0], [-0.1, 0.2, -0.3], [0.0, -0.1, 0.0], [0.0, 0.0, 0.0], [0.0, 0.0, 0.1], [-0.1, 0.0, 0.1], [-0.1, 0.0, -0.1], [-0.1, 0.2, 0.0], [0.2, -0.3, -0.1], [0.0, -0.2, 0.0], [0.0, 0.1, 0.1], [0.0, -0.1, 0.1], [0.0, -0.1, -0.1], [0.2, 0.0, 0.1], [0.0, 0.1, 0.0]]
}